1.
{"formula": "C7H15NO", "method": "ωB97M-V with the def2-TZVPD basis set", "gap_ev": 10.65, "total_charge": 0, "species": ["C", "C", "C", "C", "C", "C", "C", "H", "H", "H", "H", "H", "H", "H", "H", "H", "H", "H", "H", "H", "H", "H", "N", "O"], "positions_angstrom": [[2.640, -0.875, -0.513], [1.207, -1.274, -0.008], [0.116, -0.263, -0.462], [-1.254, -0.723, -0.126], [-1.585, -0.730, 1.388], [-2.381, -0.043, -0.963], [0.347, 1.085, -0.084], [3.272, -1.864, -0.230], [2.827, -0.758, -1.548], [2.671, 0.270, -0.052], [1.132, -1.463, 1.252], [1.195, -2.480, -0.439], [-0.161, -0.536, -1.843], [-1.405, -2.001, -0.448], [-0.882, -1.509, 2.076], [-1.781, 0.414, 1.868], [-2.702, -1.310, 1.527], [-3.669, -0.565, -0.689], [-2.080, 0.937, -1.028], [-2.300, -0.232, -2.206], [1.161, 1.982, 1.440], [1.272, 0.602, 1.418], [0.861, 1.252, 1.200], [0.110, 2.085, -0.611]], "forces_ev_per_angstrom": [[-0.516, 0.363, 3.653], [0.727, -3.375, 0.426], [-0.745, -5.670, -5.562], [-3.447, -4.802, 0.447], [-2.707, -0.958, 2.682], [-2.341, -4.481, -2.520], [2.023, 0.568, 4.419], [-0.521, 3.156, 0.111], [-0.697, 0.014, -1.267], [1.633, -3.114, -0.839], [0.581, 0.749, -3.604], [-1.226, 3.497, 1.092], [1.895, 1.648, 3.758], [0.987, 3.665, 0.926], [-1.603, 2.720, -1.889], [0.960, -3.316, -1.160], [3.007, 1.771, -0.466], [4.299, 2.417, -0.545], [-0.902, 3.086, 0.666], [0.025, -0.343, 3.316], [5.158, 14.013, 3.995], [9.707, -15.422, 6.308], [-14.204, -0.596, -9.314], [-2.093, 4.409, -4.631]]}


2.
{"formula": "C17H8F3NO4S", "method": "ωB97M-V with the def2-TZVPD basis set", "smiles": "C#Cc1c(Oc2cc(F)cc(C#N)c2)ccc2c1[C@@H](O)C(F)(F)S2(=O)=O", "gap_ev": 8.80, "total_charge": 0, "species": ["C", "C", "C", "C", "O", "C", "C", "C", "F", "C", "C", "C", "N", "C", "C", "C", "C", "C", "C", "O", "C", "F", "F", "S", "O", "O", "H", "H", "H", "H", "H", "H", "H", "H"], "positions_angstrom": [[-0.092, 0.735, -3.395], [-0.423, 0.334, -2.256], [-0.942, 0.014, -0.934], [-0.293, -1.001, -0.189], [0.671, -1.777, -0.915], [2.001, -1.697, -0.440], [2.957, -2.609, -0.877], [4.274, -2.781, -0.318], [5.190, -3.617, -0.838], [4.649, -1.857, 0.579], [3.825, -0.808, 1.047], [4.388, 0.136, 1.956], [4.628, 1.005, 2.673], [2.521, -0.731, 0.558], [-0.517, -1.187, 1.170], [-1.533, -0.379, 1.763], [-2.239, 0.536, 0.938], [-1.984, 0.731, -0.372], [-2.846, 1.796, -0.993], [-3.627, 1.162, -2.134], [-3.743, 2.656, 0.085], [-4.883, 2.902, -0.674], [-3.278, 3.983, 0.248], [-3.549, 1.582, 1.573], [-2.986, 2.300, 2.784], [-4.680, 0.679, 1.863], [0.306, 1.157, -4.277], [2.655, -3.374, -1.591], [5.599, -2.016, 1.123], [1.841, -0.002, 1.063], [0.052, -1.770, 1.978], [-1.743, -0.468, 2.837], [-2.080, 2.586, -1.305], [-4.120, 1.777, -2.731]], "forces_ev_per_angstrom": [[-1.220, -1.575, 5.055], [0.532, 1.433, -3.916], [1.226, -0.916, -1.336], [1.321, -0.194, -0.900], [0.801, 1.235, 1.606], [1.764, 1.042, 2.033], [0.047, -1.860, -0.467], [-2.181, 1.718, -1.732], [-0.938, -0.133, 0.329], [2.037, 0.460, 2.616], [-0.393, -1.760, -1.724], [-0.962, 0.813, 0.467], [0.338, -0.383, -0.151], [-1.958, -0.153, -0.233], [-1.106, 0.831, 2.379], [0.238, 0.115, -0.901], [-0.189, -0.430, 1.943], [-0.818, 0.303, -0.164], [0.500, 1.393, -2.405], [1.149, 1.284, 1.952], [0.632, 1.367, -4.280], [0.266, -1.027, 2.262], [0.026, -2.788, 0.542], [-0.281, -1.196, 6.358], [-1.478, -1.217, -3.959], [1.309, 1.963, -1.366], [0.062, -0.005, -0.420], [-0.071, 0.225, -0.093], [-0.312, 0.350, -0.720], [0.640, -0.530, -0.867], [-0.600, 0.369, -2.126], [0.037, 0.160, -0.568], [-1.277, -0.771, -0.411], [0.857, -0.123, 1.197]]}


3.
{"formula": "C5H4O2", "method": "ωB97M-V with the def2-TZVPD basis set", "smiles": "O=c1c#ccco1.[H][H]", "gap_ev": 9.17, "total_charge": 0, "species": ["O", "C", "C", "C", "C", "C", "O", "H", "H", "H", "H"], "positions_angstrom": [[0.377, -0.430, 2.334], [0.251, -0.183, 1.176], [-0.616, -0.588, 0.119], [-0.633, -0.220, -1.050], [0.248, 0.709, -1.660], [1.129, 1.140, -0.716], [1.159, 0.756, 0.570], [0.257, 1.052, -2.684], [1.916, 1.859, -0.919], [-1.732, -2.257, 1.485], [-2.343, -1.830, 1.435]], "forces_ev_per_angstrom": [[-0.056, 0.130, -0.630], [-0.006, -0.131, 0.427], [0.064, 0.248, -0.588], [0.139, -0.096, 0.652], [0.137, 0.105, 0.028], [-0.065, -0.009, -0.146], [0.009, 0.021, -0.055], [0.040, -0.024, 0.147], [-0.103, -0.072, -0.002], [-0.225, 0.011, 0.092], [0.066, -0.181, 0.075]]}